No. 1
6 unconnected molecules or ions with the total composition C28H51N3O19S. Source: the OMol25 dataset; level of theory: wB97M-V/def2-TZVPD.

```
! wB97M-V def2-TZVPD RIJCOSX def2/J DEFGRID3
* xyz 0 1
N 2.458 2.662 0.642
C 1.881 3.217 1.871
C 0.456 2.798 2.192
O -0.026 3.679 3.199
C -0.545 2.652 1.035
C -0.531 3.661 -0.115
C -0.328 5.102 0.247
O 0.110 5.566 1.218
O -0.786 5.854 -0.768
C -2.015 5.219 -1.152
C -1.763 3.696 -1.084
C -3.091 3.024 -0.738
C -3.145 1.501 -0.759
C -2.713 0.885 -2.092
C -1.192 0.828 -2.247
S -0.463 -0.810 -2.220
C -0.062 -1.009 -3.885
N 0.075 -0.080 -4.819
N 0.375 -0.794 -5.994
C 0.399 -2.060 -5.651
O 0.131 -2.268 -4.334
H 1.972 1.828 0.339
H 2.448 3.334 -0.110
H 2.489 2.866 2.705
H 1.961 4.298 1.884
H 0.538 1.811 2.634
H -0.538 3.158 3.825
H -1.524 2.702 1.509
H -0.443 1.644 0.643
H 0.274 3.371 -0.789
H -2.737 5.492 -0.382
H -2.326 5.561 -2.130
H -1.475 3.425 -2.095
H -3.429 3.412 0.223
H -3.809 3.371 -1.484
H -4.175 1.194 -0.578
H -2.564 1.060 0.045
H -3.158 -0.102 -2.178
H -3.123 1.471 -2.914
H -0.706 1.346 -1.429
H -0.867 1.322 -3.157
H 0.605 -2.879 -6.317
C 2.433 11.463 4.438
O 1.329 11.066 3.622
C 1.064 9.756 3.660
O 1.670 8.944 4.312
O 0.028 9.516 2.869
C -0.360 8.132 2.806
H 2.524 12.536 4.305
H 2.241 11.232 5.484
H 3.347 10.968 4.117
H -0.656 7.786 3.795
H 0.448 7.523 2.421
H -1.206 8.093 2.128
C 2.968 -0.992 0.841
O 2.667 -1.862 1.948
C 1.597 -1.509 2.663
O 0.858 -0.583 2.424
O 1.450 -2.390 3.652
C 0.286 -2.220 4.481
H 3.825 -1.418 0.330
H 2.124 -0.946 0.154
H 3.212 0.012 1.185
H -0.622 -2.335 3.893
H 0.289 -1.249 4.972
H 0.328 -3.005 5.229
C 2.765 -7.192 -9.485
O 2.186 -7.702 -8.278
C 1.395 -6.840 -7.643
O 1.147 -5.717 -8.000
O 0.925 -7.432 -6.548
C 0.049 -6.617 -5.764
H 3.374 -8.000 -9.879
H 1.990 -6.925 -10.199
H 3.386 -6.325 -9.275
H -0.827 -6.332 -6.343
H 0.567 -5.728 -5.410
H -0.260 -7.225 -4.918
C 0.824 0.249 8.088
O 0.123 1.451 8.404
C -0.777 1.825 7.496
O -1.024 1.230 6.473
O -1.337 2.950 7.917
C -2.331 3.514 7.047
H 1.511 0.078 8.910
H 0.134 -0.589 8.006
H 1.383 0.361 7.161
H -3.161 2.819 6.921
H -1.904 3.761 6.080
H -2.673 4.415 7.546
C 0.334 -10.869 -5.326
O 0.196 -11.552 -4.076
C -0.654 -10.971 -3.234
O -1.272 -9.957 -3.442
O -0.705 -11.696 -2.119
C -1.587 -11.179 -1.118
H 1.054 -11.438 -5.905
H -0.618 -10.836 -5.853
H 0.705 -9.858 -5.173
H -2.609 -11.142 -1.490
H -1.273 -10.185 -0.807
H -1.519 -11.870 -0.284
*
```

Results
E ... -3089.5126 Eh
E_LUMO ... 0.42 eV

No. 2
9 unconnected molecules or ions with the total composition C28H52BBr16F2Si. Source: the OMol25 dataset; level of theory: wB97M-V/def2-TZVPD.

```
! wB97M-V def2-TZVPD RIJCOSX def2/J DEFGRID3
* xyz -1 1
C -0.518 6.031 0.686
B -1.902 5.616 -0.124
C -2.131 3.992 -0.317
F -3.381 3.620 0.124
F -2.093 3.652 -1.671
C -1.138 3.093 0.358
C -1.550 1.601 0.322
Si -1.187 0.663 1.897
C -1.575 1.632 3.462
C -2.195 -0.933 1.965
C 0.662 0.248 1.970
C 1.527 1.022 2.672
C 2.845 0.747 2.701
C 3.338 -0.317 2.044
C 2.505 -1.128 1.363
C 1.180 -0.840 1.321
H -0.316 5.476 1.598
H -0.632 7.066 0.994
H 0.337 6.024 0.019
H -1.826 6.113 -1.251
H -2.876 6.104 0.436
H -0.175 3.155 -0.113
H -1.074 3.390 1.393
H -1.034 1.081 -0.476
H -2.604 1.482 0.108
H -1.038 1.164 4.278
H -2.626 1.556 3.706
H -1.261 2.665 3.442
H -1.581 -1.818 2.066
H -2.813 -0.891 2.850
H -2.883 -1.021 1.138
H 1.188 1.875 3.224
H 3.529 1.377 3.239
H 4.390 -0.528 2.053
H 2.898 -2.003 0.857
H 0.515 -1.487 0.770
Br -4.051 -3.059 3.916
C -5.950 -3.098 3.489
C -6.225 -2.454 2.159
Br -6.138 -0.513 2.264
H -6.467 -2.614 4.311
H -6.221 -4.152 3.465
H -7.235 -2.682 1.830
H -5.519 -2.758 1.393
Br 5.460 0.117 -1.726
C 5.063 -1.507 -2.717
C 3.928 -2.268 -2.085
Br 4.513 -3.194 -0.487
H 5.983 -2.080 -2.769
H 4.788 -1.179 -3.718
H 3.566 -3.046 -2.755
H 3.100 -1.628 -1.790
Br 7.289 3.156 0.376
C 8.800 1.980 0.049
C 9.722 2.533 -1.005
Br 8.990 2.315 -2.793
H 8.391 1.012 -0.219
H 9.318 1.905 1.002
H 10.663 1.986 -1.011
H 9.919 3.591 -0.873
Br 1.906 8.101 -2.280
C -0.029 7.990 -2.494
C -0.481 8.557 -3.808
Br -0.460 10.510 -3.819
H -0.465 8.493 -1.639
H -0.265 6.930 -2.434
H -1.515 8.282 -3.999
H 0.140 8.238 -4.638
Br -9.771 -4.314 1.050
C -10.448 -2.874 -0.073
C -9.643 -2.728 -1.336
Br -7.939 -1.864 -0.993
H -10.438 -1.974 0.533
H -11.475 -3.146 -0.303
H -10.160 -2.083 -2.043
H -9.427 -3.680 -1.808
Br 7.255 -5.487 -4.319
C 6.873 -5.927 -2.463
C 5.842 -7.018 -2.346
Br 4.057 -6.346 -2.707
H 6.558 -5.008 -1.981
H 7.821 -6.253 -2.042
H 5.810 -7.395 -1.326
H 6.015 -7.840 -3.031
Br 0.994 2.285 -3.811
C 2.530 1.146 -4.117
C 3.456 1.714 -5.158
Br 2.759 1.469 -6.961
H 2.146 0.165 -4.383
H 3.038 1.089 -3.156
H 4.411 1.191 -5.150
H 3.624 2.777 -5.028
Br -6.663 -6.245 5.848
C -5.162 -7.422 5.465
C -4.305 -6.888 4.351
Br -5.142 -7.156 2.614
H -5.579 -8.398 5.243
H -4.593 -7.473 6.390
H -3.363 -7.429 4.301
H -4.105 -5.825 4.442
*
```

Results
E ... -42796.4806 Eh
E_LUMO ... 1.48 eV

No. 3
3 unconnected molecules or ions with the total composition C28H52BN6O3. Source: the OMol25 dataset; level of theory: wB97M-V/def2-TZVPD.

```
! wB97M-V def2-TZVPD RIJCOSX def2/J DEFGRID3
* xyz 1 3
C 11.858 -3.728 -1.705
B 10.192 -3.554 -1.787
O 9.369 -4.792 -1.741
C 9.607 -2.019 -1.945
C 8.583 -1.907 -3.224
N 7.240 -2.535 -2.909
C 6.587 -1.943 -1.681
N 5.365 -2.270 -1.153
C 4.253 -3.041 -1.826
C 2.725 -2.781 -1.330
C 1.364 -3.549 -1.891
C 1.754 -4.630 -3.108
C 3.336 -4.712 -3.487
N 4.525 -4.020 -2.916
N 7.424 -0.896 -0.916
C 8.818 -1.447 -0.622
H 12.164 -4.864 -1.614
H 12.191 -3.094 -0.764
H 12.284 -3.217 -2.679
H 9.700 -5.470 -2.416
H 10.545 -1.332 -2.213
H 8.454 -0.824 -3.657
H 9.065 -2.565 -4.092
H 7.310 -3.575 -2.799
H 5.148 -1.891 -0.182
H 2.566 -1.964 -0.481
H 0.278 -3.371 -1.495
H 0.928 -5.284 -3.646
H 3.580 -5.463 -4.385
H 7.007 -0.723 0.032
H 9.524 -0.612 -0.148
H 8.752 -2.315 0.185
C -3.649 -0.864 -4.337
C -3.429 -1.604 -2.987
C -4.813 -1.816 -2.326
C -5.420 -0.501 -1.837
C -4.465 0.250 -0.914
C -3.002 0.379 -1.427
N -2.481 -0.864 -2.084
O -2.099 -1.751 -1.060
C -2.850 1.556 -2.425
C -2.135 0.849 -0.206
C -2.829 -2.974 -3.439
H -4.150 -1.515 -5.059
H -4.278 0.022 -4.274
H -2.695 -0.567 -4.787
H -4.732 -2.511 -1.479
H -5.506 -2.286 -3.035
H -5.702 0.136 -2.679
H -6.351 -0.713 -1.296
H -4.880 1.245 -0.711
H -4.464 -0.280 0.051
H -1.822 1.617 -2.799
H -3.070 2.515 -1.938
H -3.522 1.510 -3.278
H -2.229 0.182 0.659
H -2.448 1.842 0.140
H -1.072 0.916 -0.473
H -1.868 -2.830 -3.948
H -3.501 -3.483 -4.139
H -2.673 -3.674 -2.610
C -2.388 3.979 5.582
C -2.887 4.045 4.111
C -3.543 5.430 3.889
C -4.865 5.563 4.645
C -5.823 4.426 4.307
C -5.209 2.998 4.352
N -3.826 2.918 3.781
O -3.952 2.875 2.379
C -5.170 2.441 5.798
C -6.233 2.043 3.643
C -1.560 3.936 3.293
H -1.546 4.660 5.738
H -3.127 4.272 6.327
H -2.035 2.974 5.838
H -3.722 5.603 2.819
H -2.865 6.229 4.212
H -4.694 5.600 5.724
H -5.334 6.520 4.382
H -6.689 4.484 4.978
H -6.212 4.620 3.295
H -4.710 1.446 5.819
H -6.184 2.331 6.205
H -4.646 3.074 6.509
H -6.481 2.371 2.627
H -7.183 2.008 4.190
H -5.849 1.016 3.586
H -1.065 2.975 3.478
H -0.859 4.729 3.578
H -1.707 4.040 2.212
*
```

Results
E ... -1676.5266 Eh
⟨S²⟩ ... 2.01
E_LUMO (alpha / beta) ... -3.75 / -3.75 eV

No. 4
4 unconnected molecules or ions with the total composition C28H52F5N6O10P2. Source: the OMol25 dataset; level of theory: wB97M-V/def2-TZVPD.

```
! wB97M-V def2-TZVPD RIJCOSX def2/J DEFGRID3
* xyz 1 1
C 0.299 2.563 5.007
C 0.108 1.912 3.756
C -0.035 1.112 2.287
C -1.496 1.457 1.633
C -2.720 1.699 2.709
C -3.223 0.347 3.492
P -4.798 -0.466 2.788
O -5.764 -0.767 4.044
O -4.399 -1.941 1.893
C -3.782 -2.879 2.845
C -4.877 -4.133 3.014
O -5.730 0.519 1.699
C -6.580 -0.329 0.823
C -7.659 0.623 0.009
C 1.093 1.851 1.343
N 1.610 1.028 0.183
C 2.694 1.743 -0.598
F 4.077 1.545 -0.020
F 2.536 3.247 -0.601
C 2.764 1.342 -2.201
F 3.787 0.274 -2.497
F 3.314 2.569 -2.893
F 1.448 1.094 -2.831
C 2.050 -0.295 0.808
O 2.850 -1.160 -0.060
N 4.063 -1.436 0.447
O 4.355 -2.625 0.314
C 0.784 -1.082 1.527
N -0.339 -1.471 0.629
C -0.116 -2.514 -0.205
C 0.403 -2.279 -1.779
C -0.421 -4.124 0.139
P 1.636 -2.577 2.448
C 0.359 -3.149 3.746
O 3.015 -1.995 3.377
O 0.215 -0.283 2.619
H 0.795 2.913 6.030
H -1.905 0.621 0.885
H -1.474 2.448 0.966
H -2.543 2.634 3.431
H -3.648 2.042 2.040
H -2.366 -0.452 3.437
H -3.397 0.596 4.627
H -3.503 -2.419 3.885
H -2.814 -3.301 2.336
H -4.958 -4.615 1.941
H -5.919 -3.612 3.270
H -4.535 -4.890 3.841
H -5.953 -0.921 0.003
H -7.150 -1.073 1.561
H -7.184 1.627 -0.362
H -7.967 0.007 -0.955
H -8.597 0.800 0.699
H 2.029 2.049 2.054
H 0.651 2.896 1.063
H 0.752 0.784 -0.398
H 2.767 0.022 1.710
H 1.317 -2.992 -1.939
H -0.450 -2.571 -2.525
H 0.740 -1.161 -1.847
H -0.333 -4.363 1.288
H -1.427 -4.502 -0.341
H 0.472 -4.725 -0.377
H -0.670 -3.516 3.271
H 0.771 -3.987 4.487
H 0.065 -2.235 4.449
H 2.797 -2.238 4.345
C 0.070 3.801 -5.775
O -0.821 3.688 -6.607
N 0.472 4.982 -5.188
C 1.539 5.029 -4.210
C -0.191 6.214 -5.560
H 0.641 2.927 -5.420
H 1.142 5.434 -3.275
H 2.334 5.680 -4.585
H 1.948 4.032 -4.025
H -1.258 6.127 -5.333
H -0.072 6.372 -6.637
H 0.234 7.061 -5.015
C 2.978 -3.814 6.969
O 2.602 -3.766 5.805
N 4.265 -3.577 7.404
C 4.630 -3.655 8.803
C 5.285 -3.240 6.433
H 2.284 -4.061 7.789
H 5.018 -2.683 9.121
H 5.403 -4.418 8.924
H 3.766 -3.917 9.421
H 4.987 -2.330 5.904
H 5.371 -4.056 5.709
H 6.249 -3.082 6.924
C -0.036 2.229 -11.036
O 0.043 1.876 -12.206
N 0.987 2.175 -10.114
C 0.811 2.614 -8.745
C 2.279 1.665 -10.524
H -0.973 2.633 -10.618
H 1.517 3.424 -8.540
H 1.012 1.772 -8.076
H -0.207 2.973 -8.575
H 2.662 2.281 -11.343
H 2.159 0.637 -10.881
H 2.985 1.684 -9.689
*
```

Results
E ... -3360.1456 Eh
E_LUMO ... -3.78 eV

No. 5
A molecular structure, C28H52IrN9O3PS4. Source: the OMol25 dataset; level of theory: wB97M-V/def2-TZVPD.

```
! wB97M-V def2-TZVPD RIJCOSX def2/J DEFGRID3
* xyz 4 2
Ir -0.906 1.412 1.166
C 1.392 3.818 0.635
C 0.295 4.570 1.368
S -1.264 3.720 1.032
C -2.392 4.111 2.385
C -3.559 3.150 2.233
S -3.125 1.374 2.033
C -2.887 0.884 3.776
C -1.681 1.496 4.462
S -0.275 1.019 3.430
C 1.074 2.174 3.722
C 2.095 1.937 2.617
S 1.468 2.004 0.890
H 2.369 4.202 0.932
H 1.318 3.956 -0.443
H 0.210 5.587 0.982
H 0.468 4.626 2.440
H -2.726 5.143 2.270
H -1.872 4.015 3.334
H -4.142 3.395 1.344
H -4.241 3.210 3.083
H -2.792 -0.202 3.737
H -3.820 1.109 4.296
H -1.543 1.023 5.436
H -1.749 2.569 4.615
H 1.530 1.938 4.686
H 0.700 3.194 3.758
H 2.526 0.944 2.700
H 2.900 2.671 2.677
C -2.508 3.031 -3.662
N -3.361 1.871 -3.104
C -2.927 0.570 -3.819
N -1.526 0.378 -3.678
C -0.782 1.506 -4.228
N -1.123 2.739 -3.522
C -0.675 2.716 -2.131
P -1.485 1.361 -1.142
C -3.231 1.746 -1.614
C -1.122 -0.012 -2.336
H -2.795 3.932 -3.122
H -2.779 3.129 -4.713
H -4.343 2.048 -3.331
H -3.201 0.699 -4.866
H -3.500 -0.244 -3.378
H -1.026 1.618 -5.284
H 0.287 1.319 -4.140
H -0.893 3.687 -1.683
H 0.408 2.570 -2.114
H -3.547 2.690 -1.165
H -3.882 0.942 -1.271
H -1.667 -0.904 -2.043
H -0.052 -0.225 -2.309
C -0.456 -3.419 -1.473
C -1.832 -3.533 -0.830
C -1.935 -2.907 0.584
C -3.308 -3.286 1.187
C -3.507 -2.835 2.623
C -0.836 -3.532 1.416
O -0.777 -4.701 1.660
N 0.191 -2.676 1.838
C 0.297 -1.342 1.582
O 1.323 -0.726 1.831
N -0.816 -0.693 1.054
C -1.845 -1.391 0.482
O -2.720 -0.768 -0.120
H -0.462 -3.868 -2.466
H 0.287 -3.958 -0.883
H -0.120 -2.381 -1.574
H -2.079 -4.589 -0.722
H -2.613 -3.085 -1.447
H -3.382 -4.371 1.123
H -4.080 -2.867 0.543
H -2.789 -3.297 3.304
H -4.503 -3.105 2.970
H -3.428 -1.747 2.701
H 0.965 -3.110 2.327
C 3.258 -2.919 -1.199
N 3.403 -1.499 -0.840
C 4.125 -0.819 -1.943
N 5.420 -1.423 -2.254
C 5.232 -2.833 -2.597
N 4.577 -3.501 -1.460
C 5.422 -3.592 -0.271
N 5.549 -2.162 0.003
C 4.281 -1.510 0.342
C 6.258 -1.424 -1.054
H 2.657 -3.022 -2.102
H 2.783 -3.462 -0.381
H 4.283 0.223 -1.664
H 3.504 -0.851 -2.839
H 6.190 -3.309 -2.798
H 4.591 -2.931 -3.472
H 6.384 -4.045 -0.497
H 4.920 -4.115 0.540
H 4.503 -0.487 0.645
H 3.796 -2.039 1.160
H 7.215 -1.902 -1.257
H 6.431 -0.405 -0.709
*
```

Results
E ... -3853.8468 Eh
⟨S²⟩ ... 0.76
Relative energy (zero: lowest compared OMol25 entry of this formula, charge and spin) ... 40.6 kJ/mol
E_LUMO (alpha / beta) ... -10.72 / -11.91 eV